{"formula": "C36H96B3F12N6O12", "method": "wB97M-V/def2-TZVPD", "elements": ["C", "O", "C", "C", "N", "H", "H", "C", "C", "O", "C", "H", "H", "H", "H", "H", "H", "H", "H", "H", "H", "H", "H", "H", "H", "C", "O", "C", "C", "N", "H", "H", "C", "C", "O", "C", "H", "H", "H", "H", "H", "H", "H", "H", "H", "H", "H", "H", "H", "H", "C", "O", "C", "C", "N", "H", "H", "C", "C", "O", "C", "H", "H", "H", "H", "H", "H", "H", "H", "H", "H", "H", "H", "H", "H", "C", "O", "C", "C", "N", "H", "H", "C", "C", "O", "C", "H", "H", "H", "H", "H", "H", "H", "H", "H", "H", "H", "H", "H", "H", "C", "O", "C", "C", "N", "H", "H", "C", "C", "O", "C", "H", "H", "H", "H", "H", "H", "H", "H", "H", "H", "H", "H", "H", "H", "C", "O", "C", "C", "N", "H", "H", "C", "C", "O", "C", "H", "H", "H", "H", "H", "H", "H", "H", "H", "H", "H", "H", "H", "H", "B", "F", "F", "F", "F", "B", "F", "F", "F", "F", "B", "F", "F", "F", "F"], "positions_angstrom": [[1.94, -4.04, 6.88], [2.68, -3.25, 5.93], [2.90, -3.99, 4.77], [3.28, -3.09, 3.62], [2.27, -1.99, 3.44], [1.38, -2.41, 3.15], [2.07, -1.54, 4.34], [2.50, -0.96, 2.36], [3.52, 0.08, 2.82], [3.29, 0.53, 4.13], [4.24, 1.46, 4.61], [1.84, -3.45, 7.79], [2.48, -4.93, 7.20], [0.97, -4.21, 6.42], [1.98, -4.54, 4.49], [3.62, -4.82, 4.85], [3.46, -3.65, 2.71], [4.22, -2.55, 3.76], [1.50, -0.53, 2.34], [2.77, -1.45, 1.43], [3.68, 0.89, 2.10], [4.49, -0.43, 2.90], [5.11, 0.96, 5.03], [3.75, 2.11, 5.32], [4.69, 2.09, 3.83], [1.87, 4.64, 3.44], [2.18, 4.76, 2.06], [1.66, 3.74, 1.26], [2.61, 3.51, 0.11], [3.08, 4.85, -0.49], [2.33, 5.35, -0.98], [3.34, 5.46, 0.31], [4.31, 4.89, -1.39], [4.88, 6.28, -1.37], [4.89, 6.68, 0.00], [5.62, 7.89, 0.14], [0.83, 4.94, 3.59], [2.59, 5.24, 4.01], [2.06, 3.66, 3.89], [0.69, 3.92, 0.78], [1.57, 2.79, 1.79], [2.20, 3.07, -0.79], [3.46, 2.91, 0.46], [4.05, 4.55, -2.39], [5.00, 4.23, -0.87], [4.21, 6.95, -1.93], [5.89, 6.38, -1.77], [5.12, 8.76, -0.30], [6.62, 7.89, -0.29], [5.74, 8.06, 1.21], [-1.97, 4.63, -5.50], [-1.98, 3.46, -4.70], [-2.15, 3.74, -3.34], [-1.79, 2.58, -2.41], [-2.58, 1.33, -2.75], [-2.24, 0.55, -2.16], [-3.55, 1.47, -2.48], [-2.42, 0.75, -4.11], [-3.02, -0.67, -4.18], [-4.42, -0.41, -3.99], [-5.09, -1.61, -3.64], [-2.24, 4.34, -6.51], [-0.98, 5.10, -5.53], [-2.71, 5.36, -5.16], [-3.16, 4.12, -3.13], [-1.47, 4.56, -3.07], [-1.86, 2.84, -1.36], [-0.78, 2.25, -2.61], [-1.37, 0.69, -4.36], [-2.87, 1.36, -4.88], [-2.65, -1.19, -3.29], [-2.84, -1.13, -5.14], [-6.16, -1.53, -3.84], [-4.98, -1.85, -2.58], [-4.70, -2.44, -4.24], [-1.60, 0.13, 3.91], [-2.91, -0.19, 4.32], [-3.50, -1.04, 3.35], [-4.90, -1.39, 3.78], [-5.76, -0.14, 4.04], [-6.70, -0.46, 4.28], [-5.40, 0.33, 4.88], [-5.87, 0.91, 2.97], [-4.98, 2.08, 3.32], [-5.07, 2.39, 4.70], [-4.11, 3.40, 5.03], [-1.00, -0.79, 3.91], [-1.07, 0.82, 4.57], [-1.57, 0.55, 2.90], [-2.95, -1.96, 3.15], [-3.53, -0.60, 2.34], [-4.97, -1.91, 4.74], [-5.42, -1.98, 3.04], [-6.90, 1.25, 2.86], [-5.42, 0.54, 2.06], [-5.17, 2.97, 2.70], [-3.98, 1.83, 2.93], [-4.21, 3.46, 6.11], [-4.20, 4.35, 4.49], [-3.11, 3.03, 4.76], [-4.41, -4.34, 1.30], [-4.14, -2.95, 1.23], [-4.00, -2.43, -0.06], [-2.93, -3.09, -0.93], [-1.55, -2.96, -0.34], [-1.25, -1.99, -0.27], [-1.70, -3.41, 0.57], [-0.46, -3.76, -1.04], [-0.90, -5.23, -1.20], [-1.61, -5.70, -0.09], [-2.30, -6.91, -0.23], [-3.63, -4.97, 0.85], [-5.39, -4.69, 0.99], [-4.37, -4.59, 2.36], [-3.64, -1.39, -0.01], [-5.00, -2.39, -0.50], [-2.88, -2.72, -1.96], [-3.12, -4.14, -1.13], [0.39, -3.70, -0.36], [-0.21, -3.27, -1.98], [0.03, -5.81, -1.18], [-1.37, -5.27, -2.19], [-1.72, -7.79, -0.51], [-3.21, -6.83, -0.83], [-2.74, -7.12, 0.75], [5.42, -3.63, -3.40], [4.31, -2.75, -3.31], [4.74, -1.46, -2.98], [3.56, -0.71, -2.38], [2.44, -0.47, -3.41], [1.98, -1.37, -3.53], [1.76, 0.08, -2.88], [2.79, 0.12, -4.75], [1.57, 0.85, -5.31], [1.06, 1.83, -4.40], [1.19, 3.17, -4.80], [5.06, -4.65, -3.44], [6.10, -3.58, -2.55], [6.07, -3.45, -4.27], [5.13, -0.94, -3.86], [5.59, -1.45, -2.28], [3.83, 0.25, -1.95], [3.06, -1.26, -1.59], [3.35, -0.61, -5.33], [3.43, 0.98, -4.54], [0.72, 0.19, -5.51], [1.85, 1.42, -6.20], [2.28, 3.32, -4.80], [0.86, 3.91, -4.07], [0.87, 3.35, -5.83], [-0.02, 0.17, -0.50], [-0.92, -0.48, -1.37], [0.81, -0.81, 0.03], [0.73, 1.18, -1.17], [-0.76, 0.91, 0.44], [-0.22, -2.62, -4.70], [-0.33, -1.58, -3.71], [1.13, -2.91, -4.96], [-0.84, -3.77, -4.21], [-0.82, -2.19, -5.88], [-0.57, -3.48, 2.67], [-1.95, -3.48, 2.44], [0.01, -4.71, 2.44], [0.04, -2.52, 1.79], [-0.31, -3.00, 3.97]], "mulliken_charge": [-0.731, -0.362, -0.463, -0.756, 1.024, -0.386, 0.552, -0.518, -0.479, -0.363, -0.892, 0.250, 0.314, 0.315, 0.182, 0.504, 0.406, 0.474, -0.042, 0.410, 0.206, 0.553, 0.353, 0.277, 0.318, -0.700, -0.380, -0.192, -0.204, -0.109, 0.451, 0.613, -0.540, -0.699, -0.366, -0.792, 0.334, 0.306, 0.188, 0.425, 0.179, -0.060, 0.066, 0.311, 0.327, 0.355, 0.511, 0.337, 0.313, 0.276, -0.849, -0.220, -1.159, 0.471, 0.539, -0.586, 0.532, -0.313, 0.296, -0.463, -0.370, 0.269, 0.271, 0.375, 0.527, 0.548, 0.416, -0.507, -0.194, 0.779, -0.966, 0.706, 0.372, -0.138, 0.386, -0.288, -0.513, 0.934, -1.399, -0.022, 0.430, 0.450, -0.534, -0.052, -0.414, -0.677, -0.050, 0.506, 0.073, 0.332, -0.211, 0.326, 0.448, 0.544, 0.034, 0.642, -0.210, 0.289, 0.306, 0.200, -0.748, -0.041, -0.843, -0.408, 3.531, -1.212, -0.354, 0.583, -1.287, -0.188, -0.958, 0.041, 0.386, 0.311, -0.071, 0.605, -0.173, 0.461, 0.006, -0.411, 0.647, 0.479, 0.331, 0.344, 0.311, -0.884, -0.183, -0.967, -0.244, 0.848, 0.158, -0.612, -0.531, -1.069, 0.225, -0.944, 0.269, 0.354, 0.330, 0.396, 0.545, 0.433, 0.152, 0.494, 0.402, 0.192, 0.607, 0.488, 0.084, 0.318, 0.167, -0.543, 0.080, -0.169, -0.315, 0.139, 0.015, -0.296, -0.263, -0.370, -1.269, 0.079, -0.411, 0.357, -0.363], "homo_energy_ha": -0.5613, "lumo_ev": -6.190, "charge": 3, "fmax_ev_per_a": 2.67, "relative_energy_kj_mol": 6.5}

{"formula": "C45H44Cl2F3N2O2P2RuS2", "method": "wB97M-V/def2-TZVPD", "elements": ["Ru", "C", "S", "C", "C", "C", "N", "P", "C", "C", "C", "C", "C", "C", "C", "C", "C", "C", "C", "C", "P", "C", "C", "C", "C", "C", "C", "C", "C", "C", "C", "C", "C", "H", "H", "H", "H", "H", "H", "H", "H", "H", "H", "H", "H", "H", "H", "H", "H", "H", "H", "H", "H", "H", "H", "H", "H", "H", "H", "H", "H", "H", "Cl", "C", "C", "C", "C", "C", "Cl", "C", "S", "H", "H", "H", "C", "N", "C", "C", "C", "C", "C", "C", "C", "C", "H", "H", "H", "H", "H", "H", "H", "H", "H", "H", "H", "H", "F", "C", "F", "F", "C", "O", "O"], "positions_angstrom": [[1.17, 0.06, -0.87], [-5.04, 0.66, 3.71], [-3.74, 1.65, 4.48], [-2.55, 0.37, 4.96], [-1.35, 0.25, 4.03], [-1.77, -0.13, 2.62], [-0.70, -0.09, 1.61], [-0.55, 1.10, 0.41], [-0.41, 2.65, 1.34], [0.81, 2.90, 1.97], [0.97, 3.99, 2.81], [-0.11, 4.84, 3.03], [-1.33, 4.60, 2.42], [-1.48, 3.50, 1.58], [-2.14, 1.26, -0.45], [-2.31, 2.32, -1.35], [-3.49, 2.44, -2.07], [-4.49, 1.49, -1.93], [-4.32, 0.42, -1.07], [-3.15, 0.31, -0.33], [0.43, -1.29, 1.15], [1.84, -1.44, 2.27], [2.81, -2.35, 1.83], [4.02, -2.44, 2.49], [4.29, -1.62, 3.58], [3.34, -0.70, 4.00], [2.11, -0.61, 3.35], [-0.49, -2.84, 1.30], [-0.18, -3.73, 2.32], [-0.92, -4.89, 2.48], [-1.97, -5.16, 1.62], [-2.29, -4.27, 0.60], [-1.55, -3.11, 0.44], [-5.84, 1.34, 3.45], [-5.42, -0.08, 4.41], [-4.69, 0.16, 2.80], [-3.09, -0.58, 5.04], [-2.21, 0.63, 5.96], [-0.66, -0.50, 4.43], [-0.82, 1.21, 4.00], [-2.53, 0.57, 2.29], [-2.21, -1.13, 2.61], [1.64, 2.22, 1.82], [1.92, 4.18, 3.29], [0.01, 5.70, 3.68], [-2.17, 5.25, 2.61], [-2.45, 3.31, 1.12], [-1.53, 3.06, -1.47], [-3.62, 3.28, -2.75], [-5.41, 1.59, -2.49], [-5.10, -0.32, -0.95], [-3.02, -0.53, 0.35], [2.61, -2.96, 0.95], [4.77, -3.15, 2.14], [5.24, -1.69, 4.09], [3.54, -0.06, 4.85], [1.39, 0.14, 3.66], [0.65, -3.53, 2.99], [-0.68, -5.59, 3.27], [-2.55, -6.07, 1.73], [-3.10, -4.49, -0.08], [-1.77, -2.43, -0.37], [3.42, 0.93, 0.53], [4.69, 0.04, -0.25], [5.95, 0.14, 0.31], [7.00, -0.55, -0.26], [6.78, -1.33, -1.39], [5.51, -1.42, -1.93], [5.29, -2.41, -3.33], [4.42, -0.73, -1.38], [2.84, -0.90, -2.11], [6.10, 0.75, 1.19], [7.99, -0.49, 0.16], [7.59, -1.88, -1.85], [-1.20, 0.00, -6.18], [-0.92, -0.01, -4.77], [-2.01, -0.18, -3.86], [0.42, 0.19, -4.27], [0.57, 1.55, -3.59], [0.42, 2.68, -4.38], [0.65, 3.95, -3.86], [1.06, 4.07, -2.54], [1.20, 2.93, -1.75], [0.94, 1.64, -2.24], [-1.96, -0.75, -6.40], [-0.29, -0.19, -6.75], [-1.60, 0.98, -6.47], [-2.26, -1.25, -3.81], [-2.89, 0.36, -4.22], [-1.73, 0.14, -2.86], [1.12, 0.09, -5.10], [0.59, -0.59, -3.53], [0.16, 2.58, -5.43], [0.54, 4.82, -4.49], [1.27, 5.04, -2.12], [1.52, 3.07, -0.73], [-0.15, -3.07, -4.24], [-0.45, -3.62, -3.04], [-0.07, -4.88, -3.07], [-1.80, -3.59, -2.93], [0.20, -2.80, -1.88], [0.90, -3.39, -1.08], [-0.17, -1.58, -1.92]], "mulliken_spin": [2.401, 0.000, 0.000, 0.000, 0.000, -0.004, -0.019, 0.061, -0.035, -0.003, 0.000, 0.000, 0.000, 0.001, 0.000, -0.005, 0.007, 0.000, 0.000, 0.002, 0.127, -0.026, 0.034, -0.003, 0.006, 0.001, 0.000, 0.002, 0.001, -0.001, 0.003, 0.000, 0.017, 0.000, 0.000, 0.000, 0.000, 0.000, 0.000, 0.000, 0.000, 0.000, -0.006, 0.000, 0.000, 0.000, 0.000, -0.003, 0.000, 0.000, 0.000, 0.001, 0.006, 0.000, 0.000, 0.000, 0.002, 0.002, 0.000, 0.000, 0.000, 0.005, 0.075, 0.044, -0.021, 0.047, -0.025, 0.033, 0.004, 0.011, 0.312, 0.001, 0.003, 0.000, -0.039, 0.731, 0.044, 0.056, -0.086, 0.017, 0.004, 0.014, -0.118, 0.138, 0.025, 0.007, 0.047, 0.044, 0.031, -0.043, 0.018, -0.036, 0.000, 0.001, -0.002, 0.009, -0.001, 0.008, 0.001, 0.001, -0.017, -0.001, 0.088], "homo_energy_ha": [-0.3658, -0.3806], "lumo_ev": [-2.037, -5.062], "charge": 1, "fmax_ev_per_a": 0.38, "multiplicity": 5, "relative_energy_kj_mol": 0.0}

{"formula": "C19H18Cl2N4O6S2V", "method": "wB97M-V/def2-TZVPD", "elements": ["V", "Cl", "C", "C", "C", "C", "C", "Cl", "C", "S", "H", "H", "H", "O", "C", "O", "C", "O", "O", "C", "C", "N", "O", "C", "C", "N", "O", "H", "H", "H", "H", "H", "H", "H", "N", "C", "S", "N", "C", "C", "C", "C", "C", "C", "H", "H", "H", "H", "H", "H", "H", "H"], "positions_angstrom": [[-0.18, 0.17, 1.24], [-1.38, 0.13, 3.60], [-3.08, -0.04, 3.27], [-3.92, -0.19, 4.36], [-5.28, -0.34, 4.17], [-5.78, -0.33, 2.87], [-4.92, -0.18, 1.80], [-5.61, -0.18, 0.21], [-3.53, -0.03, 1.95], [-2.51, 0.20, 0.56], [-3.49, -0.20, 5.36], [-5.94, -0.46, 5.01], [-6.84, -0.44, 2.69], [2.89, -1.81, -0.07], [1.77, -1.42, 0.16], [1.28, -0.22, 0.02], [0.65, -2.38, 0.66], [0.54, -3.51, 0.21], [-0.17, -1.81, 1.47], [0.65, 4.40, 0.21], [0.52, 3.04, 0.81], [-0.14, 2.10, 0.23], [-0.74, 2.43, -0.96], [1.16, 2.66, 2.06], [2.04, 3.56, 2.87], [0.97, 1.41, 2.39], [1.52, 0.86, 3.39], [0.58, 4.34, -0.87], [1.60, 4.85, 0.49], [-0.15, 5.05, 0.57], [-0.92, 1.58, -1.40], [1.61, 4.56, 2.94], [3.04, 3.63, 2.43], [2.14, 3.14, 3.86], [-1.34, -2.17, -1.58], [-0.46, -1.56, -2.38], [-0.93, -0.14, -3.18], [0.73, -2.20, -2.47], [1.88, -2.01, -3.26], [2.91, -2.92, -3.03], [4.09, -2.84, -3.74], [4.27, -1.84, -4.69], [3.25, -0.93, -4.91], [2.06, -1.00, -4.20], [-2.16, -1.63, -1.31], [-1.06, -2.93, -0.98], [0.82, -2.98, -1.82], [2.79, -3.68, -2.26], [4.88, -3.55, -3.54], [5.20, -1.77, -5.24], [3.38, -0.14, -5.63], [1.28, -0.28, -4.37]], "nbo_charge": [1.242, 0.137, -0.100, -0.214, -0.233, -0.224, -0.081, 0.009, -0.091, -0.240, 0.222, 0.212, 0.222, -0.593, 0.675, -0.751, 0.693, -0.680, -0.745, -0.671, 0.244, -0.170, -0.555, 0.060, -0.660, -0.079, -0.533, 0.253, 0.222, 0.233, 0.508, 0.208, 0.220, 0.253, -0.795, 0.340, -0.362, -0.626, 0.248, -0.243, -0.202, -0.244, -0.200, -0.272, 0.430, 0.417, 0.429, 0.224, 0.206, 0.201, 0.203, 0.253], "homo_energy_ha": [-0.1972, -0.2000], "lumo_ev": [2.508, 2.508], "charge": -1, "fmax_ev_per_a": 0.66, "multiplicity": 3, "relative_energy_kj_mol": 43.0}

{"formula": "C7H12", "method": "wB97M-V/def2-TZVPD", "elements": ["C", "C", "C", "C", "C", "C", "C", "H", "H", "H", "H", "H", "H", "H", "H", "H", "H", "H", "H"], "positions_angstrom": [[0.93, -0.76, -1.38], [-0.11, 0.34, -1.41], [-1.02, 0.38, -0.21], [-0.39, 0.60, 1.08], [0.93, 1.09, 1.40], [1.63, 0.42, 2.30], [-2.32, -0.40, -0.33], [0.53, -1.73, -1.64], [1.73, -0.45, -2.18], [1.31, -0.67, -0.16], [-0.78, 0.40, -2.28], [0.44, 1.30, -1.32], [-0.91, 0.16, 1.97], [2.09, 1.09, -0.19], [2.56, 0.54, 2.86], [1.21, -0.53, 2.76], [-3.04, -0.42, 0.47], [-2.72, 0.07, -1.22], [-2.08, -1.43, -0.50]], "nbo_charge": [-0.618, -0.485, 0.097, -0.331, -0.009, -0.465, -0.653, 0.211, 0.218, 0.240, 0.206, 0.232, 0.219, 0.073, 0.218, 0.190, 0.223, 0.215, 0.218], "homo_energy_ha": -0.2952, "lumo_ev": -0.900, "fmax_ev_per_a": 5.89, "relative_energy_kj_mol": 707.1}